A structure of composition C26H24Cl4N2O2P2S2Sr at a distorted geometry, computed with ωB97M-V with the def2-TZVPD basis set.

Results
Relative energy (zero: lowest compared OMol25 entry of this formula, charge and spin), kJ/mol: 72.8
2S+1: 1
Kohn-Sham gap, hartree: 0.2208
Charge: -2
HOMO level, eV: -1.771
Strongest force on any atom, eV Å⁻¹: 3.72

Each line ends with the Löwdin charge.
Cartesian coordinates (Å):
Sr 0.285 1.232 -0.482  1.29
S -0.912 1.576 4.648  1.05
C -2.522 1.662 4.015  -0.48
C -3.653 2.234 4.584  -0.12
C -4.826 2.233 3.849  -0.11
C -4.873 1.648 2.583  -0.10
C -3.756 1.051 2.032  -0.02
C -2.557 1.064 2.741  -0.30
N -1.356 0.553 2.310  0.11
C -0.398 0.750 3.138  -0.50
C 1.017 0.429 2.952  -0.30
C 1.780 0.139 4.093  -0.11
C 3.132 -0.118 3.983  -0.13
C 3.719 -0.058 2.725  -0.13
C 2.946 0.232 1.607  -0.20
C 1.561 0.479 1.649  -0.17
H -3.600 2.693 5.563  0.09
H -5.707 2.722 4.249  0.09
H -5.793 1.678 2.012  0.10
H -3.776 0.627 1.037  0.12
H 1.301 0.119 5.069  0.07
H 3.723 -0.349 4.862  0.08
H 4.787 -0.237 2.626  0.08
H 3.453 0.288 0.647  0.04
Cl -6.029 3.893 -1.373  0.59
C -4.643 2.852 -1.484  -0.74
C -4.624 1.813 -2.389  -0.74
Cl -5.985 1.534 -3.434  0.58
C -3.503 0.965 -2.441  -0.60
Cl -3.521 -0.359 -3.573  0.65
C -2.384 1.112 -1.614  -0.44
O -1.358 0.318 -1.632  -0.39
C -2.394 2.234 -0.686  -0.46
O -1.380 2.437 0.082  -0.36
C -3.531 3.051 -0.656  -0.62
Cl -3.531 4.367 0.479  0.66
C 2.325 -0.471 -3.694  -0.33
P 0.959 -1.304 -2.774  0.84
C -0.266 -1.333 -4.146  -0.32
C 1.498 -3.093 -2.955  -0.44
C 2.808 -3.452 -2.212  -0.46
P 3.080 -2.407 -0.697  0.84
C 4.588 -3.298 -0.080  -0.31
C 1.816 -3.168 0.402  -0.29
H 2.607 -1.030 -4.590  0.03
H 3.187 -0.346 -3.041  0.01
H 1.976 0.523 -3.978  0.02
H 0.196 -1.653 -5.085  0.03
H -0.693 -0.339 -4.260  0.01
H -1.076 -2.011 -3.879  0.02
H 1.574 -3.334 -4.020  0.06
H 0.681 -3.688 -2.536  0.07
H 3.663 -3.271 -2.870  0.06
H 2.826 -4.510 -1.928  0.06
H 4.451 -4.383 -0.058  0.03
H 4.816 -2.939 0.923  0.02
H 5.429 -3.058 -0.733  0.02
H 1.803 -4.256 0.297  0.03
H 0.844 -2.749 0.140  0.03
H 2.036 -2.887 1.431  0.03
S 2.687 2.529 -1.797  0.38
C 2.562 4.000 -1.057  -1.01
N 2.531 5.058 -0.574  -0.02